(1)
{"formula": "C8H10", "method": "ωB97M-V/def2-TZVPD", "species": ["C", "C", "C", "C", "C", "C", "C", "C", "H", "H", "H", "H", "H", "H", "H", "H", "H", "H"], "xyz": [[-2.11, -1.27, -0.65], [-1.44, -0.17, -0.76], [-0.50, 0.84, -1.29], [0.93, 0.51, -1.07], [0.73, 0.30, 0.45], [1.38, -1.01, 0.94], [-0.01, 1.31, 1.23], [-0.80, 0.67, 0.18], [-2.45, -1.48, 0.27], [-2.60, -1.79, -1.42], [-0.84, 1.68, -1.76], [1.45, -0.33, -1.57], [1.67, 1.39, -1.24], [2.47, -0.91, 1.22], [1.43, -1.70, 0.17], [0.91, -1.45, 1.79], [-0.06, 2.41, 1.25], [-0.15, 1.00, 2.27]], "mulliken_charge": [-1.0398, -0.0144, -0.3807, -0.9143, 1.0754, -1.6342, -0.7876, 0.3543, 0.3698, 0.3459, 0.4298, 0.3053, 0.2563, 0.3202, 0.4311, 0.3826, 0.2307, 0.2696], "smiles": "C=C1[C@@H]2C[C@@]3(C)C[C@]123"}


(2)
{"formula": "C8H10", "method": "ωB97M-V/def2-TZVPD", "species": ["C", "C", "C", "C", "C", "C", "C", "C", "H", "H", "H", "H", "H", "H", "H", "H", "H", "H"], "xyz": [[1.68, -0.50, -0.71], [0.40, 0.83, -0.25], [0.89, -1.54, -0.63], [-0.65, 0.08, 0.00], [2.13, -1.83, 0.05], [-0.54, -1.44, -0.23], [0.57, 2.26, 0.01], [-2.03, 0.51, 0.29], [2.97, -2.08, -0.53], [2.01, -2.09, 1.04], [-1.18, -1.67, -1.01], [-0.86, -2.02, 0.63], [0.82, 2.34, 1.11], [-0.33, 2.79, 0.06], [1.27, 2.65, -0.67], [-2.27, 1.21, 1.12], [-2.59, -0.46, 0.44], [-2.31, 0.96, -0.72]], "mulliken_charge": [-0.4715, 0.6240, 0.1104, 0.4755, -0.5575, -0.8404, -1.3302, -1.4068, 0.2566, 0.3149, 0.3853, 0.4490, 0.2591, 0.4135, 0.3423, 0.3602, 0.3275, 0.2883]}


(3)
{"formula": "C8H10", "method": "ωB97M-V/def2-TZVPD", "species": ["C", "C", "C", "C", "C", "C", "C", "C", "H", "H", "H", "H", "H", "H", "H", "H", "H", "H"], "xyz": [[-2.85, -0.42, 0.39], [-1.92, 0.55, -0.38], [-0.42, 0.24, -0.17], [0.50, 1.33, 0.03], [1.87, 1.08, 0.19], [2.32, -0.34, 0.07], [1.44, -1.34, -0.07], [0.09, -1.06, -0.16], [-2.47, -0.43, 1.71], [-2.96, -1.41, -0.01], [-3.92, 0.08, 0.09], [-1.96, 0.61, -1.24], [-2.22, 1.51, 0.03], [-0.01, 2.17, -0.04], [2.65, 1.95, 0.22], [3.52, -0.56, 0.22], [1.88, -2.28, -0.11], [-0.72, -1.82, -0.33]], "mulliken_charge": [-0.9204, -1.3393, 0.4472, -0.4729, -0.5625, -0.1586, -0.6845, 0.1218, 0.2265, 0.3573, 0.2723, 0.8542, 0.3461, 0.5095, 0.2396, 0.1814, 0.4295, 0.1526]}


(4)
{"formula": "C8H10", "method": "ωB97M-V/def2-TZVPD", "species": ["C", "C", "C", "C", "C", "C", "C", "C", "H", "H", "H", "H", "H", "H", "H", "H", "H", "H"], "xyz": [[1.73, 1.36, -1.58], [1.92, 0.31, -0.48], [0.56, -0.12, 0.03], [0.21, 0.30, 1.32], [-1.19, 0.17, 1.63], [-2.06, -0.50, 0.81], [-1.61, -1.02, -0.44], [-0.26, -0.92, -0.76], [2.63, 1.49, -2.18], [1.26, 2.27, -1.15], [0.98, 1.11, -2.33], [2.43, 0.62, 0.44], [2.42, -0.49, -1.05], [0.75, 0.97, 1.98], [-1.54, 0.97, 2.29], [-2.98, -0.93, 1.17], [-2.08, -1.98, -0.68], [0.25, -1.57, -1.49]], "mulliken_charge": [-1.1139, -0.6794, 0.7034, -0.5395, -0.3564, -0.3042, -0.4720, -0.2514, 0.3456, 0.3218, 0.3539, 0.3284, 0.2589, 0.2717, 0.2512, 0.3475, 0.2178, 0.3164], "smiles": "CCc1ccccc1"}


no.,molecular weight (g/mol),HOMO level (eV),frontier orbital gap (eV)
1,106.17,-8.1,9.1
2,106.17,-8.6,9.4
3,106.17,-8.9,9.9
4,106.17,-8.7,9.7